Entry w
Below is an isolated molecule of C8H16N2O, with properties calculated with wB97M-V/def2-TZVPD.

Cartesian coordinates (Å):
C -1.130 -0.925 0.775
C -0.511 -0.305 -0.374
C 1.711 0.502 0.452
C -2.614 -1.101 0.919
C -0.544 -1.322 -1.526
C -1.246 0.921 -0.857
C 1.579 0.849 1.880
C 3.131 0.559 -0.213
N 0.923 -0.062 -0.400
N -0.265 -1.317 1.647
O -0.514 -1.987 2.710
H -2.640 -2.000 1.536
H -3.072 -1.247 -0.128
H -3.299 -0.410 1.361
H -1.279 -0.980 -2.288
H -0.667 -2.374 -1.280
H 0.356 -1.295 -2.198
H -2.257 0.941 -0.447
H -1.341 0.898 -2.014
H -0.801 1.782 -0.370
H 0.941 1.661 2.052
H 2.539 1.052 2.365
H 1.037 0.008 2.382
H 3.217 0.288 -1.259
H 3.852 -0.153 0.224
H 3.726 1.488 -0.036
H 1.224 -0.261 -1.310

Its gap between HOMO and LUMO is 5.80 eV. The highest occupied orbital energy comes out at -6.0 eV.

Entry x
Below is an isolated molecule of C8H16N2O, with properties calculated with wB97M-V/def2-TZVPD.

Cartesian coordinates (Å):
C -1.815 -0.771 -2.012
C -1.094 0.117 -0.979
C -2.124 0.500 0.099
C -0.594 1.330 -1.747
N -0.047 -0.707 -0.361
C 1.118 -1.065 -1.731
O 2.322 -1.078 -1.504
N 0.445 -0.379 0.807
C 1.535 0.622 1.084
C 1.980 0.991 2.418
C 2.890 0.255 1.502
H -1.419 -0.872 -3.028
H -1.850 -1.765 -1.692
H -2.832 -0.374 -2.144
H -2.610 -0.398 0.404
H -2.850 1.173 -0.423
H -1.610 1.120 0.901
H 0.460 1.143 -1.961
H -1.157 1.604 -2.693
H -0.640 2.240 -1.120
H 0.447 -1.215 -2.641
H 0.749 -1.152 1.495
H 1.453 1.336 0.200
H 1.595 0.460 3.421
H 2.245 2.027 2.611
H 3.781 0.765 1.047
H 3.282 -0.845 1.723

Its gap between HOMO and LUMO is 8.72 eV. The highest occupied orbital energy comes out at -7.9 eV. As for the structure (SMILES): CC(C)(C)N(C=O)NC1CC1.

Computed energies relative to the best structure, in hartree: entry w 0.0196; entry x 0.0000

Entry w
Below is a cluster of 2 separate species, C2H6Cl2NPS in total, with properties calculated with wB97M-V/def2-TZVPD.

Cartesian coordinates (Å):
S 0.998 1.390 4.415
P 0.682 0.354 2.621
Cl 0.991 -1.433 3.434
Cl 2.498 0.605 1.857
H 0.680 2.486 3.850
C 0.041 1.063 -0.522
N 0.434 -0.083 -0.335
C -0.334 -1.046 -1.122
H 0.489 1.892 -0.025
H -0.714 1.385 -1.301
H -0.689 -0.473 -2.040
H 0.242 -1.888 -1.432
H -1.147 -1.237 -0.491

Its gap between HOMO and LUMO is 9.90 eV. The highest occupied orbital energy comes out at -9.2 eV. As for the structure (SMILES): SP(Cl)Cl.C=NC.

Entry x
Below is an isolated molecule of C2H6Cl2NPS, with properties calculated with wB97M-V/def2-TZVPD.

Cartesian coordinates (Å):
C -0.962 0.915 0.045
N -0.154 0.033 -0.873
C 0.823 -0.719 -0.207
P 0.673 1.102 -2.338
S 1.716 0.123 -3.640
Cl -0.918 2.182 -3.100
Cl 1.740 2.481 -1.359
H -1.702 1.213 -0.577
H -1.217 0.273 0.913
H -0.282 1.655 0.452
H 1.343 -1.462 -0.724
H 1.321 -0.126 0.529
H 0.082 -1.362 0.441

Its gap between HOMO and LUMO is 9.39 eV. The highest occupied orbital energy comes out at -9.4 eV. As for the structure (SMILES): CN(C)P(=S)(Cl)Cl.

Computed energies relative to the best structure, in hartree: entry w 0.0200; entry x 0.0000

Entry w
Below is a cluster of 2 separate species, C4H9O3 in total, with properties calculated with wB97M-V/def2-TZVPD.

Cartesian coordinates (Å):
O -0.265 0.977 1.208
C -1.133 0.604 0.344
O -2.317 0.337 0.576
C -0.568 0.501 -1.045
C 0.257 -0.810 -1.233
C 1.460 -0.687 -2.187
H -0.021 1.402 -1.321
H -1.347 0.421 -1.821
H -0.429 -1.567 -1.596
H 0.659 -1.021 -0.239
H 1.133 -0.375 -3.178
H 2.256 -0.151 -1.683
H 1.807 -1.714 -2.358
H 0.851 0.044 2.034
H 2.187 -0.373 1.588
O 1.622 -0.545 2.328

Its gap between HOMO and LUMO is 8.25 eV. The highest occupied orbital energy comes out at -4.4 eV. As for the net charge: -1.

Entry x
Below is a cluster of 2 separate species, C4H9O3 in total, with properties calculated with wB97M-V/def2-TZVPD.

Cartesian coordinates (Å):
O -2.125 -0.689 -1.057
C -1.216 -1.038 -1.893
O 0.030 -0.836 -1.823
H -1.566 -1.594 -2.783
C -0.251 1.222 0.467
O -1.657 1.278 0.636
C 0.341 -0.059 1.056
C 1.800 -0.266 0.655
H 0.005 1.250 -0.603
H 0.181 2.100 0.929
H -1.979 0.564 0.020
H 0.219 -0.060 2.135
H -0.265 -0.879 0.634
H 2.429 0.540 1.027
H 2.199 -1.209 1.055
H 1.855 -0.323 -0.456

Its gap between HOMO and LUMO is 9.07 eV. The highest occupied orbital energy comes out at -4.8 eV. As for the net charge: -1.

Entry y
Below is a cluster of 2 separate species, C4H9O3 in total, with properties calculated with wB97M-V/def2-TZVPD.

Cartesian coordinates (Å):
C -0.196 2.053 -1.247
C 0.571 2.272 -2.557
O 0.610 1.142 -0.498
H -0.232 2.957 -0.594
H -1.207 1.672 -1.354
H 1.625 2.064 -2.454
H 0.084 0.273 -0.306
H 0.473 3.310 -2.859
H 0.184 1.541 -3.286
C 0.847 -1.158 1.949
C -0.425 -1.583 1.135
O -1.131 -2.477 1.632
O -0.616 -1.004 0.025
H 0.524 -1.540 2.929
H 1.055 -0.125 1.683
H 1.641 -1.871 1.639

Its gap between HOMO and LUMO is 8.41 eV. The highest occupied orbital energy comes out at -4.5 eV. As for the net charge: -1.

Entry z
Below is a cluster of 2 separate species, C4H9O3 in total, with properties calculated with wB97M-V/def2-TZVPD.

Cartesian coordinates (Å):
C -0.088 2.747 0.137
C 0.582 1.383 -0.218
O -0.127 0.834 -1.108
O 1.499 1.048 0.514
H -1.024 2.722 -0.417
H 0.605 3.604 -0.305
H -0.319 2.867 1.192
C -0.521 -2.488 0.249
C -0.306 -1.344 1.278
O -0.793 -1.937 -1.062
H 0.517 -3.044 0.062
H -1.410 -3.031 0.365
H -0.785 -0.499 0.885
H -0.295 -1.093 -1.119
H 0.705 -1.025 1.625
H -0.626 -1.845 2.278

Its gap between HOMO and LUMO is 8.39 eV. The highest occupied orbital energy comes out at -4.2 eV. As for the net charge: -1.

Computed energies relative to the best structure, in hartree: entry w 0.0000; entry x 0.0047; entry y 0.0180; entry z 0.0524

Entry w
Below is the ion C5H9N2S with charge +1, with properties calculated with wB97M-V/def2-TZVPD.

Cartesian coordinates (Å):
C 1.041 -2.105 0.185
C 1.835 -0.875 -0.146
C -0.974 -0.833 0.276
C 1.713 1.478 -0.342
C -2.740 1.213 0.258
N -0.291 -1.944 0.162
N 1.129 0.199 -0.207
S -2.074 -0.226 -0.649
H 1.389 -3.031 0.350
H 2.956 -0.916 -0.144
H 1.028 1.978 -1.001
H 1.788 2.028 0.651
H 2.671 1.401 -0.851
H -2.719 0.775 1.261
H -3.679 1.365 -0.311
H -2.240 2.152 -0.044
H -0.835 -2.659 0.553

Its gap between HOMO and LUMO (spin up / spin down) is 7.69 / 7.69 eV. The highest occupied orbital energy (spin up / spin down) comes out at -12.6 / -12.6 eV. As for the net charge: +1.

Entry x
Below is a cluster of 2 separate species, C5H9N2S in total, with properties calculated with wB97M-V/def2-TZVPD.

Cartesian coordinates (Å):
C 1.064 1.099 1.383
C 2.028 2.024 1.695
C -1.081 -2.212 -0.139
C -0.681 -1.268 -1.221
C -0.966 0.166 -0.979
N 1.020 2.198 -0.513
N 0.532 1.263 0.186
S 2.190 2.987 0.266
H 0.543 0.534 2.263
H 2.612 2.283 2.524
H -1.848 -2.800 -0.543
H -1.481 -1.828 0.793
H -0.269 -2.692 0.279
H 0.279 -1.704 -1.733
H -1.338 -1.430 -2.149
H -1.722 0.539 -0.307
H -0.882 0.842 -1.804

Its gap between HOMO and LUMO is 10.08 eV. The highest occupied orbital energy comes out at -14.9 eV. As for the net charge: +1.

Entry y
Below is a cluster of 2 separate species, C5H9N2S in total, with properties calculated with wB97M-V/def2-TZVPD.

Cartesian coordinates (Å):
C 0.760 0.145 -0.758
C -1.245 2.701 -0.826
C 0.188 -0.975 1.046
C 1.512 -0.360 1.348
C -1.643 -0.596 -0.680
N -0.304 -0.377 -0.160
N 1.849 0.236 0.039
S -1.932 3.850 -1.514
H 0.670 0.443 -1.798
H 0.379 -1.977 0.745
H -0.567 -0.933 1.857
H 1.297 0.478 1.997
H 2.318 -1.110 1.734
H -2.135 0.381 -0.967
H -1.651 -1.296 -1.585
H -2.209 -1.098 0.054
H 2.711 0.488 -0.531

Its gap between HOMO and LUMO is 10.27 eV. The highest occupied orbital energy comes out at -13.7 eV. As for the net charge: +1.

Computed energies relative to the best structure, in hartree: entry w 0.0686; entry x 0.0476; entry y 0.0000